(1)
94
Properties=species:S:1:pos:R:3:forces:R:3:lowdin_charge:R:1 method="wB97M-V/def2-TZVPD" energy_ev=-54433.8498 de_lowest_kcal_mol=70.9 smiles=CC(C)O.CC(C)O.OCCO.OCCO.OCCO.OCCO.OCCO.OCCO.OCCO gap_ha=0.379
C -16.381 15.278 -3.652 0.4978 0.0733 -0.0830 -0.052
C -16.531 16.089 -4.931 0.5239 -0.1843 0.0299 -0.540
C -17.533 15.496 -5.886 -0.4189 0.1693 -0.4823 -0.061
O -16.793 17.416 -4.615 -1.2454 1.5168 0.6881 -0.049
H -15.523 15.690 -3.120 -0.0403 -0.2093 0.2287 0.080
H -16.238 14.209 -3.813 0.1324 0.0280 -0.1499 0.077
H -17.260 15.381 -3.017 -0.1654 0.1287 -0.0382 0.079
H -15.578 16.338 -5.398 0.3939 -1.5046 -0.4561 0.140
H -17.198 14.506 -6.194 -0.1113 0.0827 -0.3051 0.081
H -17.731 16.168 -6.722 0.6256 -0.1479 -0.3841 0.078
H -18.547 15.406 -5.498 0.0629 -0.2494 0.7670 0.079
H -17.616 17.437 -4.120 -0.2585 0.3120 0.1878 0.087
C -13.928 18.917 -12.567 1.2259 0.6183 1.9736 -0.075
C -13.863 17.744 -13.464 -0.6835 -0.4171 -0.2851 -0.524
C -14.109 16.392 -12.839 -0.2432 -1.0076 0.5703 -0.057
O -14.918 17.951 -14.373 -0.7422 -0.3754 -1.3481 -0.059
H -13.214 18.757 -11.759 0.2451 0.2640 0.2182 0.081
H -14.880 19.087 -12.064 -0.2367 -0.3673 -0.3486 0.090
H -13.642 19.851 -13.049 -0.0039 -0.0435 -0.2290 0.082
H -12.937 17.713 -14.038 0.3911 0.0290 0.2196 0.137
H -14.064 15.584 -13.569 0.0778 0.2094 -0.3018 0.079
H -15.091 16.284 -12.379 -0.2879 0.5009 -0.1646 0.082
H -13.448 16.070 -12.034 0.4996 0.5207 -0.0797 0.078
H -14.692 18.756 -14.845 -0.2570 0.0761 -0.2200 0.086
O -11.917 12.767 5.531 1.1048 -0.0233 0.4490 -0.055
C -13.052 12.794 4.714 0.4474 -1.7697 -0.2812 -0.294
C -13.361 14.166 4.337 -1.2951 1.7828 0.0635 -0.244
O -13.951 14.857 5.463 0.7803 0.1941 -0.2523 -0.070
H -12.193 13.112 6.383 0.1506 0.1503 0.1475 0.087
H -12.804 12.260 3.796 0.0279 -0.3720 0.0415 0.125
H -13.777 12.224 5.295 -0.9531 0.2326 -0.6109 0.126
H -14.025 14.348 3.492 -0.2003 -0.6977 -0.2343 0.119
H -12.420 14.608 4.010 0.0494 0.4403 0.5985 0.128
H -14.834 14.490 5.548 -0.1135 0.0642 0.0782 0.080
O -21.296 17.387 1.926 0.2205 -0.4680 -0.8838 -0.068
C -21.695 16.900 0.623 0.4876 -0.3540 0.5475 -0.253
C -22.000 17.995 -0.339 0.4557 -0.0216 0.2495 -0.262
O -20.852 18.705 -0.817 -0.8599 -0.2865 -0.0083 -0.050
H -21.771 18.202 2.106 -0.1990 0.0516 0.0435 0.072
H -20.900 16.279 0.210 0.1819 -0.0708 0.3839 0.123
H -22.597 16.293 0.695 -0.1086 -0.1746 0.2383 0.115
H -22.700 18.580 0.257 -0.2854 0.9471 -0.5578 0.116
H -22.518 17.536 -1.181 0.0948 0.4030 -0.2066 0.125
H -20.380 19.081 -0.071 0.0214 -0.0351 0.1842 0.082
O -16.224 6.960 -4.069 0.3416 0.2295 0.3404 -0.081
C -14.970 7.628 -4.268 -0.3937 0.4087 0.5093 -0.225
C -14.417 8.008 -2.853 0.3298 -1.2132 -0.7522 -0.227
O -13.182 8.703 -3.007 -0.2933 0.3865 -0.3478 -0.079
H -16.567 6.631 -4.904 0.1384 0.0782 -0.0776 0.080
H -14.314 7.025 -4.896 0.4532 -0.2965 0.5749 0.114
H -15.104 8.533 -4.861 -0.1758 0.3788 0.1616 0.108
H -14.234 7.096 -2.283 -0.0672 -0.3039 -0.1414 0.114
H -15.160 8.542 -2.260 -0.0745 0.4667 -0.3474 0.114
H -12.575 8.502 -2.290 -0.2286 -0.1120 0.0634 0.081
O -22.376 21.053 -12.547 0.2776 -0.0506 0.7929 -0.078
C -21.453 20.521 -13.485 -0.4782 -0.3824 -0.4670 -0.243
C -21.376 18.956 -13.540 -0.3500 1.3184 -0.8274 -0.229
O -20.587 18.537 -14.657 -0.2861 -0.0893 0.3686 -0.067
H -23.085 20.439 -12.343 0.0273 -0.1737 -0.1962 0.077
H -21.817 20.880 -14.448 0.3195 -0.3543 -0.4471 0.111
H -20.496 21.015 -13.324 0.1231 -0.2659 0.2760 0.114
H -22.381 18.640 -13.817 -0.1302 -0.1560 0.1224 0.113
H -21.160 18.499 -12.574 0.5238 -0.0031 -0.0321 0.116
H -19.643 18.497 -14.486 -0.0090 0.1505 0.4089 0.085
O -15.815 23.293 -6.703 0.6682 -0.6624 0.0170 -0.075
C -16.949 23.637 -7.474 1.0627 0.9960 0.0944 -0.234
C -16.504 24.766 -8.438 -0.4387 -0.1722 0.3940 -0.236
O -16.381 25.987 -7.715 -0.6004 -0.0095 0.2384 -0.069
H -15.940 22.411 -6.346 0.0316 -0.0160 0.1256 0.080
H -17.365 22.785 -8.013 0.0839 -0.0151 -0.2040 0.113
H -17.665 23.990 -6.731 -0.5967 0.4067 -0.5640 0.117
H -17.247 24.782 -9.235 -0.2494 0.4682 -0.0901 0.107
H -15.530 24.638 -8.910 0.0170 -0.9779 0.0632 0.116
H -16.384 26.726 -8.328 0.0238 -0.0341 -0.0703 0.080
O -9.978 20.900 -6.971 0.5692 0.9843 -1.0659 -0.069
C -9.814 19.733 -6.236 0.2718 -1.2048 0.2330 -0.266
C -8.479 18.958 -6.568 -1.5368 1.6168 0.2794 -0.220
O -7.331 19.684 -6.154 -0.1180 -0.5998 0.2038 -0.065
H -10.846 21.267 -6.792 0.0426 0.0364 0.0140 0.088
H -9.894 19.999 -5.182 0.4471 -0.3894 0.3454 0.115
H -10.657 19.080 -6.465 -0.0105 -0.5283 0.0436 0.108
H -8.438 18.764 -7.640 -0.0976 -0.0746 -0.1292 0.112
H -8.578 18.007 -6.043 0.5271 0.0798 0.1365 0.114
H -7.263 20.471 -6.700 -0.1026 0.0825 -0.0611 0.082
O -10.921 12.218 -6.005 -0.3038 0.5818 0.8223 -0.054
C -10.544 11.704 -7.241 0.9192 -0.1128 -1.1454 -0.272
C -9.343 10.742 -7.121 -0.8635 -0.1336 1.1292 -0.203
O -9.818 9.458 -6.631 0.4213 0.1274 -1.0604 -0.085
H -11.458 11.630 -5.469 -0.0424 -0.2939 -0.3079 0.087
H -11.356 11.277 -7.831 -0.2449 -0.7303 0.4326 0.117
H -10.328 12.561 -7.879 0.6454 0.2812 0.2398 0.113
H -8.617 11.110 -6.396 -0.1503 0.4533 0.1616 0.112
H -8.746 10.646 -8.028 -0.5839 -0.5535 -0.2780 0.113
H -10.052 9.495 -5.701 0.1716 0.3620 0.0226 0.071

(2)
95
Properties=species:S:1:pos:R:3:forces:R:3:lowdin_charge:R:1 method="wB97M-V/def2-TZVPD" energy_ev=-117269.2112 de_lowest_kcal_mol=0.0 gap_ha=0.318
O -1.835 1.498 -3.258 -0.3592 0.3639 -0.2826 0.210
H -2.458 0.805 -3.591 0.0940 -0.6328 0.1435 0.121
H -2.397 2.106 -2.688 -0.5091 0.5897 0.4475 0.097
H -1.455 2.006 -3.998 0.1376 -0.3650 -0.0670 0.176
As 0.286 0.322 -0.567 0.2210 0.0180 0.9984 0.871
F 1.951 -0.107 -0.398 -0.3366 0.1288 -0.4739 -0.225
F 0.333 0.188 -2.355 0.1435 0.2038 1.3239 -0.262
F -1.416 0.727 -0.604 0.6333 0.1737 -0.3304 -0.254
F 0.191 0.480 1.223 -0.1292 -0.6064 -1.3972 -0.262
F 0.752 2.026 -0.611 -0.5740 -1.0576 -0.4202 -0.241
F -0.158 -1.376 -0.470 0.1475 0.8629 -0.1081 -0.248
C 1.776 -3.554 -2.602 0.0440 0.3711 -0.6538 -0.082
C 2.910 -3.556 -3.608 -0.0370 0.5359 0.1254 -0.327
O 3.228 -4.881 -4.024 -0.2025 -0.0210 0.1983 -0.075
H 1.494 -2.526 -2.362 0.3419 0.0837 0.1490 0.055
H 2.129 -4.041 -1.695 -0.5469 -0.2824 0.0278 0.078
H 0.879 -3.946 -3.084 0.0440 -0.6538 0.4630 0.061
H 3.756 -3.071 -3.112 0.2542 -0.0860 -0.2487 0.111
H 2.630 -2.955 -4.478 0.0366 0.0736 -0.0360 0.100
H 3.725 -4.829 -4.843 0.0817 0.0007 0.0330 0.076
C 3.887 2.643 0.788 0.5755 0.9696 -0.1289 -0.082
C 4.678 2.934 2.068 0.1427 -0.2223 -1.0130 -0.308
O 5.931 2.237 2.013 -0.2753 -0.1965 0.2691 -0.093
H 3.845 1.620 0.425 -0.1155 -0.1838 0.5332 0.058
H 4.399 3.215 0.008 -0.0398 -0.1461 -0.1971 0.071
H 2.901 3.103 0.872 -0.1673 -0.3235 0.0468 0.060
H 4.106 2.700 2.967 0.0522 -0.0550 0.0463 0.103
H 4.923 3.998 2.006 -0.3159 0.1660 0.5219 0.102
H 6.266 2.186 2.913 0.1120 -0.0143 -0.0596 0.075
C -0.877 -2.518 -4.993 0.1893 0.7088 0.4089 -0.066
C -1.436 -1.143 -5.337 0.2701 -0.4115 -0.3472 -0.311
O -0.499 -0.139 -4.983 0.0629 0.5631 0.4151 -0.095
H -1.382 -3.370 -5.445 -0.2134 0.0865 0.1455 0.081
H -0.918 -2.526 -3.901 0.0493 -0.6924 0.0493 0.069
H 0.179 -2.550 -5.261 -0.0314 -0.0517 -0.1534 0.075
H -2.380 -0.994 -4.800 0.0110 0.0032 -0.3078 0.075
H -1.607 -1.015 -6.407 -0.0696 -0.0131 0.0345 0.118
H -0.176 -0.251 -4.065 -0.1950 -0.1829 -0.5318 0.052
C -5.036 -1.168 -1.109 0.4680 -0.1532 0.1039 -0.067
C -3.681 -0.573 -1.527 -1.5495 -0.0108 0.8499 -0.284
O -3.635 -0.543 -2.962 0.6656 0.1474 0.2693 -0.104
H -5.223 -0.923 -0.063 -0.0849 -0.1929 0.0224 0.079
H -5.022 -2.254 -1.229 0.0055 -0.0428 0.1719 0.076
H -5.872 -0.814 -1.711 0.1340 0.3365 -0.0271 0.076
H -2.867 -1.121 -1.049 0.1149 -0.0996 -0.4719 0.109
H -3.611 0.438 -1.124 0.0194 0.0667 -0.5325 0.082
H -3.698 -1.473 -3.210 0.0576 0.1305 -0.4034 0.099
C -0.825 -4.427 3.151 0.4844 0.5396 -0.5426 -0.060
C -1.139 -3.096 3.809 -0.4321 -0.2059 -0.3449 -0.483
C -1.518 -1.992 2.816 -0.1741 -0.0339 0.0686 -0.048
O -2.246 -3.302 4.690 0.2534 0.3175 0.7096 -0.065
H -0.646 -5.205 3.890 -0.2349 -0.0181 0.0364 0.082
H 0.089 -4.322 2.561 -0.0754 -0.1131 -0.1411 0.066
H -1.645 -4.677 2.473 0.0389 -0.2997 0.0332 0.082
H -0.264 -2.812 4.397 -0.2777 0.1829 0.3134 0.137
H -2.548 -2.187 2.502 0.0831 -0.1730 -0.3342 0.076
H -0.867 -1.927 1.945 0.0231 -0.1062 0.0141 0.052
H -1.573 -1.001 3.267 0.2782 -0.0742 0.2522 0.070
H -2.943 -3.742 4.194 0.0460 0.0031 -0.0859 0.078
C -2.942 3.240 0.305 -0.4826 0.2957 0.9001 -0.042
C -2.843 3.989 -0.998 -0.6765 0.8539 0.1564 -0.442
C -1.449 4.438 -1.390 0.1168 -0.7577 -0.0561 -0.025
O -3.451 3.199 -2.036 0.7566 -0.6415 -1.1266 -0.067
H -3.933 3.453 0.715 -0.0379 -0.2029 0.1114 0.091
H -2.243 3.618 1.050 0.1145 -0.0406 -0.1218 0.064
H -2.842 2.159 0.254 0.2947 0.1318 -0.2794 0.061
H -3.513 4.851 -0.924 0.3474 0.2894 0.0936 0.139
H -1.364 5.102 -2.249 -0.4347 -0.0058 -0.0440 0.085
H -0.849 3.544 -1.590 0.2142 0.1200 0.1379 0.061
H -1.000 4.943 -0.537 0.0427 -0.0484 0.0082 0.092
H -4.390 3.076 -1.874 0.0335 -0.0410 0.1266 0.120
C -1.397 2.361 3.183 0.8471 -0.2025 0.5010 -0.064
C -0.069 3.057 2.830 0.0459 0.6703 0.5617 -0.507
C 0.197 4.346 3.635 -0.5173 -0.4669 -0.6827 -0.048
O 1.024 2.179 3.043 -0.3363 -0.7042 -1.0290 -0.079
H -2.238 3.033 3.349 0.0043 0.0665 -0.2026 0.073
H -1.192 1.833 4.118 -0.2024 0.0454 0.1065 0.086
H -1.625 1.589 2.449 -0.1752 0.1310 -0.0973 0.050
H -0.075 3.373 1.779 -0.0632 -0.1044 -0.1557 0.110
H 0.256 4.201 4.712 -0.0175 -0.1922 -0.0082 0.079
H -0.636 5.016 3.404 0.1033 0.2294 0.2106 0.071
H 1.120 4.794 3.272 0.0421 0.0406 0.1114 0.073
H 0.905 1.490 2.334 0.4889 0.7654 1.1406 0.049
C 3.680 -0.656 2.582 -0.2883 0.1288 1.5082 -0.054
C 3.939 -1.960 1.833 -0.5535 1.0686 0.0139 -0.473
C 2.818 -2.978 1.989 -0.1936 0.2901 0.0144 -0.055
O 4.135 -1.582 0.481 0.6061 -0.6897 -0.6933 -0.062
H 3.389 -0.759 3.636 0.2239 -0.5672 0.0346 0.083
H 2.820 -0.090 2.216 0.1941 -0.0778 -0.6437 0.061
H 4.569 -0.027 2.612 -0.0350 0.0875 -0.4315 0.068
H 4.890 -2.380 2.165 -0.0058 -0.0825 -0.0880 0.135
H 1.853 -2.481 1.849 -0.0155 0.0130 -0.1624 0.064
H 2.789 -3.403 2.994 0.1715 -0.0978 -0.0171 0.078
H 2.911 -3.765 1.241 0.0487 -0.0852 0.0974 0.076
H 3.370 -1.122 0.116 -0.0314 -0.1250 0.4200 0.037